Entry 1:
60
Properties=species:S:1:pos:R:3 method="wB97M-V/def2-TZVPD" max_force_ev_per_a=7.9 e_above_lowest_kcal_mol=120.7 charge=+1
C -3.4579 2.2016 2.1102
C -4.5322 1.5569 1.0259
O -5.4473 0.7110 1.5218
N -4.4363 2.0023 -0.4164
C -4.6070 0.8653 -1.3992
C -3.2822 0.6651 -2.3609
C -1.8786 0.4161 -1.4860
C -1.9438 -1.1662 -1.0088
C -0.8512 -1.5693 0.1451
N 0.5752 -1.0615 0.3259
C 1.0823 -1.8406 1.5321
N 2.5037 -1.7404 2.1225
C -0.0353 -2.8697 2.1710
N -1.1825 -2.6118 1.2193
C -2.4469 -3.4105 1.4634
C -3.6839 -2.3750 1.7957
C -4.0764 -2.2621 3.3834
Br -5.3499 -2.7824 0.6940
H -2.4596 1.5616 2.1218
H -3.1926 3.2826 1.6790
H -3.9318 2.3293 3.1829
H -3.5846 2.5711 -0.6150
H -5.4893 1.1870 -2.1303
H -4.9832 -0.1505 -0.8988
H -3.1424 1.4941 -3.1757
H -3.4653 -0.3575 -2.9476
H -1.7820 1.1751 -0.5793
H -0.9670 0.5405 -2.2435
H -1.6992 -1.8052 -1.9862
H -3.0608 -1.3862 -0.7376
H 1.0899 -0.3475 -0.2406
H 2.9530 -0.9238 1.6480
H 3.0459 -2.6165 1.8679
H 0.0794 -3.6041 3.0837
H -2.6838 -4.0757 0.5046
H -2.3455 -4.1850 2.3661
H -3.3296 -1.2934 1.4360
H -3.6248 -3.1542 4.0339
H -5.2443 -2.2013 3.4539
H -3.6550 -1.2423 3.7834
C 2.8152 0.4317 -2.4851
C 3.7473 0.1571 -1.3163
C 3.9691 1.3783 -0.4205
C 4.6385 2.5779 -1.1015
C 6.0060 2.2962 -1.7284
C 7.0541 1.8665 -0.7142
H 3.2240 1.1909 -3.1595
H 2.6642 -0.4816 -3.0695
H 1.8370 0.7736 -2.1328
H 4.7037 -0.2242 -1.6898
H 3.3138 -0.6456 -0.7076
H 4.5651 1.0719 0.4492
H 3.0017 1.7048 -0.0198
H 4.7470 3.3793 -0.3593
H 3.9728 2.9754 -1.8763
H 6.3555 3.2102 -2.2233
H 5.9198 1.5364 -2.5129
H 7.1882 2.6331 0.0562
H 8.0179 1.7140 -1.2106
H 6.7820 0.9274 -0.2239


Entry 2:
88
Properties=species:S:1:pos:R:3 method="wB97M-V/def2-TZVPD" max_force_ev_per_a=0.2 e_above_lowest_kcal_mol=46.1 charge=+2
Pd -0.4561 -0.3118 0.2835
C -3.0890 0.5306 2.5783
C -3.8157 0.8523 1.3015
C -4.8675 1.7606 1.2728
C -5.5738 1.9924 0.1001
C -5.2348 1.3260 -1.0681
C -4.1794 0.4221 -1.0928
C -3.7902 -0.2849 -2.3625
C -3.4965 0.2083 0.1046
N -2.4329 -0.7568 0.1259
C -2.7163 -2.0122 0.1720
C -4.0963 -2.5647 0.2343
C -1.5528 -2.9545 0.1720
C -1.7708 -4.4219 0.0562
N -0.4144 -2.3835 0.2682
C 0.8165 -3.1269 0.2799
C 1.2483 -3.6849 1.4831
C 0.4237 -3.5847 2.7373
C 2.4732 -4.3401 1.4738
C 3.2263 -4.4250 0.3120
C 2.7655 -3.8585 -0.8671
C 1.5456 -3.1950 -0.9066
C 1.0069 -2.6159 -2.1859
H -3.4026 1.1968 3.3793
H -2.0037 0.6195 2.4701
H -3.2962 -0.4926 2.9021
H -5.1491 2.2728 2.1847
H -6.3967 2.6946 0.0985
H -5.7881 1.5163 -1.9792
H -4.2173 0.2215 -3.2258
H -4.1581 -1.3134 -2.3840
H -2.7057 -0.3214 -2.4924
H -4.8377 -1.7931 0.4173
H -4.1532 -3.3235 1.0162
H -4.3342 -3.0658 -0.7078
H -2.4612 -4.6419 -0.7589
H -2.2254 -4.8043 0.9740
H -0.8319 -4.9434 -0.1091
H 0.0473 -2.5712 2.8984
H 1.0147 -3.8654 3.6067
H -0.4389 -4.2551 2.7069
H 2.8393 -4.7869 2.3897
H 4.1776 -4.9398 0.3252
H 3.3540 -3.9368 -1.7726
H 1.7736 -2.6076 -2.9574
H 0.6536 -1.5901 -2.0594
H 0.1657 -3.2026 -2.5643
C 3.6805 1.7675 3.0549
As 2.0634 1.4674 2.0136
C 2.1416 -0.4810 1.8688
C 2.7728 1.7429 0.1938
C 2.3340 3.0429 -0.4759
C 2.5271 4.2205 0.4897
C 0.8694 3.0094 -0.9340
As -0.6090 2.1488 0.0225
C -1.0818 3.2001 1.5732
C -1.9762 2.7155 -1.2250
C 3.1956 3.3187 -1.7272
As 3.5497 2.0426 -3.2161
C 1.9401 0.9009 -3.3117
C 4.7037 0.7179 -2.3348
H 3.9135 2.8309 3.0590
H 4.5166 1.2128 2.6300
H 3.5109 1.4485 4.0817
H 3.0627 -0.8474 1.4136
H 1.3170 -0.8168 1.2100
H 1.9698 -0.9777 2.8224
H 2.4653 0.8818 -0.4070
H 3.8629 1.7074 0.2552
H 1.8591 4.1555 1.3544
H 2.3274 5.1685 -0.0121
H 3.5546 4.2511 0.8566
H 0.7864 2.5515 -1.9182
H 0.4996 4.0336 -1.0383
H -0.9109 4.2466 1.3197
H -0.4797 2.9211 2.4311
H -2.1412 3.0506 1.7746
H -1.7165 3.7293 -1.5281
H -2.9503 2.7242 -0.7464
H -1.9969 2.0772 -2.1059
H 4.2053 3.5854 -1.3989
H 2.8097 4.2142 -2.2229
H 1.1086 1.4365 -3.7710
H 1.6332 0.4919 -2.3454
H 2.1993 0.0708 -3.9695
H 5.5195 1.2275 -1.8224
H 5.1404 0.0973 -3.1163
H 4.1775 0.0765 -1.6282


Entry 3:
81
Properties=species:S:1:pos:R:3 method="wB97M-V/def2-TZVPD" max_force_ev_per_a=2.9
C -5.0705 3.4591 -2.0274
O -4.9984 4.8966 -1.8841
C -3.7125 5.3320 -1.6173
O -2.6621 4.7261 -1.8531
O -3.6183 6.6201 -1.0679
B -2.3162 7.1423 -1.4587
O -1.2614 7.0183 -0.4964
O -2.0419 7.7283 -2.7202
H -4.2590 3.0077 -2.6680
H -5.1498 2.9071 -1.0309
H -6.0562 3.2464 -2.5656
H -1.0745 6.0620 -0.3867
H -1.0806 7.6977 -2.8921
C -2.5585 2.9081 0.4017
O -2.8594 1.5606 0.7278
C -1.7790 0.6543 0.5433
C -0.7671 0.6235 1.7054
C 0.1791 1.8196 1.7204
N -1.4407 0.5324 3.0060
H -1.8658 2.9841 -0.4387
H -2.1584 3.4283 1.2754
H -3.4905 3.4008 0.1274
H -2.2390 -0.3377 0.4732
H -1.2823 0.8337 -0.4186
H -0.1511 -0.2728 1.5769
H -0.2982 2.7292 2.0898
H 1.0301 1.6204 2.3773
H 0.5722 2.0212 0.7201
H -1.9949 -0.3218 3.0258
H -2.1405 1.2739 3.0357
C -5.1553 -5.8492 3.6505
O -4.7585 -5.1987 2.4546
C -4.9008 -3.7842 2.4767
C -3.7430 -3.0382 3.1688
C -3.7935 -3.1123 4.6920
N -2.4359 -3.5274 2.7106
H -6.0033 -5.3511 4.1285
H -4.3137 -5.9170 4.3427
H -5.4513 -6.8687 3.3942
H -4.9172 -3.4760 1.4258
H -5.8730 -3.4986 2.8978
H -3.8274 -1.9804 2.8952
H -3.4695 -4.0813 5.0756
H -3.1301 -2.3613 5.1294
H -4.8039 -2.9178 5.0615
H -2.3691 -3.3845 1.7048
H -2.4431 -4.5425 2.8090
C 1.7598 -2.0249 0.0774
O 2.5745 -0.8711 -0.0443
C 3.2273 -0.4794 1.1590
C 4.5210 -1.2599 1.4663
C 4.2708 -2.6653 2.0057
N 5.3906 -1.3501 0.2876
H 1.2757 -2.0868 1.0562
H 2.3468 -2.9256 -0.1145
H 0.9842 -1.9696 -0.6906
H 3.4968 0.5725 1.0158
H 2.5288 -0.5071 2.0055
H 5.0575 -0.7068 2.2451
H 3.9695 -3.3664 1.2252
H 5.1833 -3.0657 2.4552
H 3.4961 -2.6582 2.7776
H 5.6348 -0.4089 -0.0102
H 4.8234 -1.7024 -0.4803
C 3.3653 1.4728 -5.2328
O 3.0633 0.1265 -4.9071
C 4.1433 -0.7811 -5.0866
C 5.1507 -0.8118 -3.9202
C 6.0986 0.3837 -3.9016
N 4.4716 -0.9005 -2.6215
H 4.0624 1.5471 -6.0720
H 3.7629 1.9943 -4.3599
H 2.4321 1.9667 -5.5123
H 3.6827 -1.7722 -5.1576
H 4.6439 -0.6031 -6.0468
H 5.7663 -1.7090 -4.0455
H 5.6195 1.2931 -3.5344
H 6.9463 0.1838 -3.2407
H 6.4965 0.5852 -4.8999
H 3.9157 -1.7536 -2.6020
H 3.7722 -0.1585 -2.5938


Number 1: HOMO-LUMO gap 8.47 eV. Number 2: HOMO-LUMO gap 5.11 eV. Number 3: HOMO-LUMO gap 9.08 eV.